Entry 1:
{
  "formula": "C15H30N2O6",
  "method": "wB97M-V/def2-TZVPD",
  "elements": ["C", "O", "C", "C", "N", "C", "C", "O", "C", "C", "O", "C", "C", "O", "N", "C", "C", "O", "C", "C", "C", "O", "C", "H", "H", "H", "H", "H", "H", "H", "H", "H", "H", "H", "H", "H", "H", "H", "H", "H", "H", "H", "H", "H", "H", "H", "H", "H", "H", "H", "H", "H", "H"],
  "coordinates": [[5.52, 2.44, 0.42], [4.54, 1.48, 0.70], [3.57, 1.37, -0.30], [2.54, 0.32, 0.14], [1.60, 0.01, -0.91], [2.00, -1.05, -1.82], [1.76, -2.46, -1.23], [0.83, -3.22, -1.95], [-0.52, -2.84, -1.74], [0.43, 0.64, -1.13], [-0.29, 0.37, -2.08], [-0.01, 1.69, -0.11], [-0.53, 0.97, 1.13], [0.16, 0.92, 2.14], [-1.74, 0.39, 1.06], [-2.20, -0.37, 2.21], [-2.03, -1.89, 1.99], [-0.73, -2.29, 1.66], [0.21, -2.19, 2.72], [-2.66, 0.51, -0.05], [-3.58, 1.74, 0.12], [-4.01, 2.29, -1.10], [-4.89, 1.48, -1.83], [6.22, 2.43, 1.26], [5.09, 3.44, 0.32], [6.06, 2.20, -0.50], [3.08, 2.35, -0.47], [4.03, 1.07, -1.26], [2.03, 0.66, 1.04], [3.09, -0.59, 0.40], [3.05, -0.92, -2.07], [1.41, -0.95, -2.74], [2.68, -3.04, -1.26], [1.43, -2.36, -0.19], [-0.72, -1.83, -2.11], [-0.76, -2.88, -0.67], [-1.13, -3.56, -2.28], [0.82, 2.32, 0.19], [-0.79, 2.30, -0.57], [-3.25, -0.15, 2.39], [-1.61, -0.05, 3.07], [-2.38, -2.40, 2.90], [-2.65, -2.22, 1.15], [1.09, -2.73, 2.39], [0.48, -1.15, 2.92], [-0.18, -2.65, 3.63], [-2.11, 0.61, -0.99], [-3.25, -0.41, -0.11], [-4.45, 1.48, 0.74], [-3.03, 2.54, 0.62], [-5.75, 1.19, -1.22], [-5.23, 2.08, -2.67], [-4.40, 0.58, -2.21]],
  "mulliken_charge": [-0.756, -0.306, -0.378, -0.939, 0.573, -1.084, 0.000, -0.491, -0.335, 0.820, -0.771, -1.205, 0.862, -0.767, 0.623, -1.159, -0.608, -0.227, -0.761, -0.965, -0.747, -0.394, -0.700, 0.243, 0.305, 0.300, 0.292, 0.368, 0.179, 0.405, 0.298, 0.607, 0.348, -0.031, 0.194, 0.042, 0.349, 0.322, 0.451, 0.383, 0.555, 0.458, 0.316, 0.226, 0.275, 0.368, 0.439, 0.354, 0.466, 0.363, 0.322, 0.260, 0.260],
  "gap_ev": 9.865,
  "de_lowest_kcal_mol": 6.82,
  "total_charge": 0,
  "largest_force_ev_per_a": 0.697,
  "total_energy_ha": -1150.4529
}

---

Entry 2:
{
  "formula": "C15H30N5O5V",
  "method": "wB97M-V/def2-TZVPD",
  "elements": ["V", "C", "C", "O", "O", "H", "H", "H", "C", "O", "N", "C", "C", "H", "H", "H", "H", "H", "H", "H", "C", "O", "N", "C", "C", "H", "H", "H", "H", "H", "H", "H", "C", "O", "N", "C", "C", "H", "H", "H", "H", "H", "H", "H", "C", "C", "N", "H", "H", "H", "C", "C", "N", "H", "H", "H"],
  "coordinates": [[21.80, -14.86, -12.68], [17.96, -15.01, -11.63], [19.35, -15.37, -12.07], [19.69, -15.06, -13.24], [20.30, -15.70, -11.26], [17.97, -14.02, -11.16], [17.41, -15.66, -10.96], [17.48, -14.83, -12.59], [14.77, -10.93, -14.34], [15.12, -11.12, -15.48], [15.01, -11.78, -13.32], [14.57, -11.42, -11.96], [15.84, -12.92, -13.51], [14.27, -10.00, -14.02], [14.75, -10.37, -11.77], [15.26, -11.92, -11.28], [13.56, -11.79, -11.82], [15.91, -13.25, -14.55], [16.91, -12.68, -13.34], [15.59, -13.79, -12.90], [19.99, -16.88, -6.15], [20.85, -16.52, -5.38], [19.62, -16.19, -7.25], [18.67, -16.76, -8.21], [20.21, -14.95, -7.66], [19.45, -17.83, -6.04], [19.31, -17.19, -8.98], [18.00, -16.00, -8.61], [18.06, -17.58, -7.83], [20.54, -15.06, -8.70], [19.51, -14.11, -7.58], [21.09, -14.70, -7.07], [21.77, -11.81, -11.50], [21.56, -13.00, -11.82], [20.87, -10.85, -11.64], [21.30, -9.46, -11.45], [19.56, -11.04, -12.22], [22.72, -11.44, -11.10], [20.48, -8.90, -10.99], [21.44, -8.93, -12.39], [22.15, -9.39, -10.77], [19.45, -12.09, -12.53], [18.81, -11.03, -11.42], [19.36, -10.43, -13.09], [19.91, -18.89, -11.31], [18.49, -18.67, -11.03], [17.37, -18.50, -10.88], [20.10, -18.48, -12.30], [20.14, -19.95, -11.24], [20.51, -18.35, -10.58], [15.05, -17.13, -12.97], [14.25, -16.07, -12.37], [13.62, -15.24, -11.89], [16.08, -16.78, -13.03], [14.75, -17.26, -14.01], [15.10, -18.00, -12.32]],
  "mulliken_charge": [0.918, -0.724, 1.430, -0.964, -0.645, 0.265, 0.444, 0.103, 0.059, -0.563, 0.164, -1.053, -0.344, 0.342, 0.446, 0.274, 0.306, 0.329, 0.010, 0.004, 0.153, -0.579, 0.082, -0.739, -0.824, 0.301, 0.097, 0.229, 0.397, 0.161, 0.271, 0.357, 0.080, -0.530, 0.162, -0.892, -0.828, 0.369, 0.332, 0.345, 0.337, -0.007, 0.412, 0.369, -0.712, 0.428, -0.424, 0.188, 0.375, 0.225, -0.496, 0.371, -0.421, -0.027, 0.336, 0.301],
  "s_squared": 3.759,
  "multiplicity": 4,
  "gap_ev": [6.137, 6.154],
  "total_charge": 1,
  "largest_force_ev_per_a": 3.306,
  "total_energy_ha": -2183.2714
}

---

Entry 3:
{
  "formula": "C15H30O15",
  "method": "wB97M-V/def2-TZVPD",
  "elements": ["C", "O", "C", "O", "O", "C", "H", "H", "H", "H", "H", "H", "C", "O", "C", "O", "O", "C", "H", "H", "H", "H", "H", "H", "C", "O", "C", "O", "O", "C", "H", "H", "H", "H", "H", "H", "C", "O", "C", "O", "O", "C", "H", "H", "H", "H", "H", "H", "C", "O", "C", "O", "O", "C", "H", "H", "H", "H", "H", "H"],
  "coordinates": [[0.11, 2.74, 5.16], [0.28, 1.39, 4.72], [-0.79, 0.75, 4.30], [-1.89, 1.22, 4.22], [-0.44, -0.49, 3.97], [-1.45, -1.27, 3.34], [1.11, 3.11, 5.34], [-0.42, 2.75, 6.11], [-0.46, 3.28, 4.41], [-2.15, -0.77, 2.68], [-1.94, -1.85, 4.12], [-0.97, -2.01, 2.69], [-3.42, 4.27, -1.37], [-4.30, 3.17, -1.36], [-5.58, 3.43, -1.57], [-6.02, 4.50, -1.84], [-6.26, 2.31, -1.46], [-7.59, 2.35, -1.94], [-2.53, 3.97, -0.83], [-3.84, 5.10, -0.79], [-3.17, 4.66, -2.35], [-8.11, 3.30, -1.78], [-8.24, 1.61, -1.48], [-7.55, 2.14, -3.01], [-1.32, 0.71, -0.05], [-1.12, -0.29, -1.06], [-0.05, -0.23, -1.81], [0.86, 0.55, -1.71], [-0.13, -1.22, -2.71], [0.92, -1.26, -3.67], [-0.49, 1.41, 0.02], [-1.35, 0.12, 0.87], [-2.32, 1.13, -0.08], [0.81, -2.23, -4.15], [1.95, -1.14, -3.36], [0.69, -0.51, -4.43], [8.65, 0.70, -2.22], [7.41, 1.38, -2.22], [6.31, 0.68, -2.12], [6.27, -0.50, -1.86], [5.26, 1.46, -2.30], [3.99, 0.80, -2.53], [9.44, 1.42, -2.43], [8.59, -0.05, -3.01], [8.88, 0.16, -1.30], [3.48, 0.81, -1.57], [4.12, -0.22, -2.89], [3.51, 1.36, -3.33], [-0.61, -6.45, 2.75], [0.29, -5.37, 2.53], [0.04, -4.59, 1.48], [-0.80, -4.75, 0.66], [0.94, -3.61, 1.54], [0.91, -2.63, 0.52], [-1.49, -6.45, 2.11], [-0.87, -6.48, 3.81], [-0.01, -7.36, 2.60], [0.27, -2.82, -0.35], [1.90, -2.53, 0.05], [0.69, -1.68, 0.99]],
  "mulliken_charge": [-0.637, -0.340, 0.891, -0.574, -0.300, -0.502, 0.215, 0.295, 0.301, 0.318, 0.389, -0.062, -0.711, -0.209, 0.745, -0.540, -0.301, -0.695, 0.209, 0.346, 0.311, 0.319, 0.249, 0.288, -0.244, -0.323, 0.927, -0.612, -0.330, -0.525, 0.346, -0.221, 0.298, 0.274, 0.113, 0.332, -0.623, -0.322, 0.771, -0.578, -0.318, -0.667, 0.218, 0.301, 0.277, 0.292, 0.343, 0.279, -0.695, -0.329, 0.876, -0.583, -0.321, -0.753, 0.347, 0.247, 0.247, 0.403, 0.373, 0.177],
  "gap_ev": 11.167,
  "de_lowest_kcal_mol": 25.80,
  "total_charge": 0,
  "largest_force_ev_per_a": 1.607,
  "total_energy_ha": -1718.1449
}